Formula: C5H6NO2
Source: the OMol25 dataset
Level of theory: ωB97M-V with the def2-TZVPD basis set

Structure (XYZ):
```
14
Properties=species:S:1:pos:R:3
C -0.482 -0.617 -1.864
N 0.521 0.241 -0.146
H 1.541 0.633 1.431
O -0.006 -0.727 2.540
C 1.207 1.271 0.510
C -0.925 -1.023 1.828
O 0.445 0.217 -1.425
H -1.830 -1.589 2.054
C -0.917 -0.878 0.370
C -1.284 -1.259 -0.841
H 0.436 2.114 0.737
H -0.345 -0.995 -2.901
H 1.989 1.416 -0.172
H -1.966 -2.023 -0.992
```

relative energy (zero: lowest compared OMol25 entry of this formula, charge and spin)	52.5	kcal/mol
⟨S²⟩	2.0390
charge	+1
E_LUMO (alpha / beta)	-4.62 / -7.61	eV
Kohn-Sham gap (alpha / beta)	8.25 / 7.49	eV
2S+1	3
highest occupied orbital energy (alpha / beta)	-12.88 / -15.10	eV

Formula: C4H7NO2
Source: the OMol25 dataset
Level of theory: ωB97M-V with the def2-TZVPD basis set

Structure (XYZ):
```
14
Properties=species:S:1:pos:R:3
H -0.795 -0.547 1.368
H -2.253 1.382 0.768
H -1.853 1.171 -0.952
H 1.466 -1.690 -1.260
H -2.822 -0.057 -0.100
O 0.374 0.839 0.396
C -1.995 0.650 -0.002
C 1.011 -1.223 -0.388
C -0.730 -0.079 0.371
H 2.657 1.617 0.153
H 1.222 -1.850 0.492
N 2.632 0.656 -0.192
C 1.470 0.184 -0.080
O -0.384 -1.054 -0.574
```

relative energy (zero: lowest compared OMol25 entry of this formula, charge and spin)	25.7	kcal/mol
E_LUMO	0.96	eV
Kohn-Sham gap	11.23	eV
SMILES	[H]/N=C1/CO[C@H](C)O1
2S+1	1
highest occupied orbital energy	-10.26	eV

Formula: C52H44ClF8IO2
Source: the OMol25 dataset
Level of theory: ωB97M-V with the def2-TZVPD basis set

Structure (XYZ):
```
108
Properties=species:S:1:pos:R:3
F -5.476 9.987 0.804
C -2.855 1.551 -3.438
H 4.078 -5.871 7.955
C -1.980 9.195 0.342
H -3.796 8.042 0.499
C -6.430 7.860 2.636
F 2.229 -7.948 3.581
C -3.614 11.420 0.667
C 4.845 1.205 -2.574
H -2.663 -3.841 0.890
H -2.430 -5.934 -1.121
H 5.365 -5.674 5.853
C -2.642 -4.901 -1.387
C 5.564 -8.644 -4.610
H 2.637 -6.336 1.872
C 6.278 -9.154 -5.684
C 3.661 0.713 -2.045
C -3.048 4.059 1.747
H 1.912 -7.057 7.969
C 5.716 -9.228 -3.369
C -8.006 7.011 4.761
C 3.823 3.377 -2.822
H -4.881 1.627 -6.151
H -0.565 1.243 1.015
C -0.904 3.079 2.084
F -3.930 5.056 2.000
H -4.269 12.272 0.790
H -3.532 -4.735 -1.984
H 2.541 -3.924 1.266
H 4.167 -7.848 0.660
C -6.150 6.658 3.272
Cl -0.360 -4.225 1.325
H -4.406 3.037 0.456
C -1.786 -3.885 -1.006
C 4.906 2.531 -2.953
F 6.056 3.013 -3.464
H 1.779 3.523 -2.199
C -3.348 9.027 0.498
C -2.750 2.913 -3.233
H 6.653 -10.734 -2.181
H 7.675 -10.639 -6.346
H -7.738 9.574 2.565
C -2.512 2.019 0.642
C 4.850 -4.966 -0.980
H -3.729 0.028 -4.663
C 6.555 -10.305 -3.169
C -1.803 4.102 2.343
C -1.179 -1.274 -0.300
C 1.975 -7.521 5.880
H -1.118 -3.478 -1.758
H 0.074 3.092 2.545
O -1.824 -2.068 0.608
C 3.198 -4.606 0.741
H -5.313 6.058 2.935
H 3.910 4.412 -3.125
H -3.291 4.883 -3.855
F -2.006 3.374 -2.209
F -9.310 8.956 4.523
C 4.119 -6.800 0.393
H 3.603 -0.323 -1.737
C 4.915 -6.308 -0.633
H 5.713 0.571 -2.694
C 2.712 -7.406 4.719
C 3.693 -6.304 7.041
C 3.928 -6.753 4.690
C 7.258 -10.816 -4.250
C -1.261 2.042 1.231
C -8.270 8.200 4.111
H 5.584 -6.965 -1.160
H 4.894 -7.802 -4.729
C -4.143 10.146 0.656
C -7.500 8.638 3.053
H -6.726 5.296 4.827
C -4.280 1.991 -5.328
H 4.482 -6.685 3.764
C -2.244 11.578 0.519
C 3.260 -5.951 1.077
C 3.994 -4.139 -0.284
H 1.024 -8.037 5.863
C 7.123 -10.241 -5.505
H 7.913 -11.665 -4.110
C 4.417 -6.195 5.862
H -8.630 6.703 5.590
I 0.908 -1.507 -0.722
H -1.814 12.570 0.533
C -3.392 3.823 -4.050
H -2.338 0.860 -2.785
F 5.026 -8.729 -2.322
F 3.929 -2.827 -0.616
C 2.475 -6.969 7.049
H -1.346 8.329 0.209
H 6.174 -8.703 -6.661
H 5.455 -4.563 -1.782
C -1.771 -3.458 0.431
H 1.636 1.159 -1.501
C -6.940 6.234 4.332
C -3.631 1.092 -4.493
H -2.779 1.211 -0.022
C -1.428 10.467 0.354
O -1.785 -0.437 -0.888
H -1.546 4.925 2.996
C 2.558 1.546 -1.910
C 2.639 2.875 -2.301
H -5.817 8.188 1.818
H -0.360 10.595 0.236
H -4.660 4.057 -5.759
C -4.158 3.355 -5.107
C -3.420 3.036 0.902
```

E_LUMO	-1.25	eV
Kohn-Sham gap	7.52	eV
SMILES	C=C[C@@H](Cl)OC(=O)I.Fc1ccccc1.Fc1ccccc1.Fc1ccccc1.Fc1ccccc1.Fc1ccccc1.Fc1ccccc1.Fc1ccccc1.Fc1ccccc1
2S+1	1
highest occupied orbital energy	-8.77	eV

Formula: C26H29FN4O5
Source: the OMol25 dataset
Level of theory: ωB97M-V with the def2-TZVPD basis set

Structure (XYZ):
```
65
Properties=species:S:1:pos:R:3
F 6.635 0.449 -0.770
N 0.931 -1.936 0.576
H 2.038 2.688 -0.717
C -0.432 2.024 1.670
H -0.859 3.950 2.339
H -3.387 -2.758 -3.007
C 0.565 1.718 -2.625
H -0.454 -2.533 -0.701
O -3.224 -2.592 -0.140
C -3.633 -1.792 -1.148
N 0.711 1.839 0.933
H 1.180 -4.349 2.412
C 0.099 2.296 -1.314
H 2.121 -3.469 -1.215
O -4.015 2.282 0.088
C -3.687 -0.387 -0.786
H 4.657 -0.377 -2.261
H -2.584 2.499 3.117
H 2.608 -4.265 0.799
H -0.857 -3.378 1.729
C -1.566 2.222 -2.627
H -2.261 0.300 2.030
C -0.487 -4.043 0.901
O -0.527 -0.151 -0.498
H -3.071 3.751 2.406
C 3.058 0.022 -0.945
H -4.819 -3.483 -2.000
C -3.142 -0.507 0.478
C 5.418 0.458 -0.295
H 1.298 0.167 2.272
H -4.218 0.353 -1.173
C 3.797 1.046 1.298
C -1.258 3.364 1.662
O -0.499 0.938 2.559
H 0.519 -5.864 1.782
C 2.766 0.269 0.467
N -3.039 0.456 1.511
C -4.198 -2.484 -2.283
H -1.263 -4.493 0.310
C 4.417 0.175 -1.294
H 1.420 -1.972 1.346
C 1.294 -3.898 -0.853
C 0.459 -0.551 0.185
C 0.873 -4.782 1.454
C 0.121 -3.059 -0.154
H -1.263 3.464 0.551
H 2.052 -5.736 0.024
N -2.782 -1.862 0.680
C 5.001 0.875 1.030
O -1.197 2.528 -1.261
C -0.711 1.688 -3.329
H -0.895 1.502 -4.266
H 0.970 -4.531 -1.625
H 5.910 1.445 1.613
C -2.592 2.799 2.090
H 0.762 3.716 0.276
H -2.781 2.165 -2.764
H 3.532 1.209 2.157
H 2.343 -0.238 -1.472
C 1.410 0.459 0.936
H 1.517 1.794 -2.967
C 1.836 -4.671 0.274
C -3.284 1.908 0.976
H -4.948 -1.877 -2.941
C 0.973 2.617 -0.349
```

relative energy (zero: lowest compared OMol25 entry of this formula, charge and spin)	472.4	kcal/mol
E_LUMO	0.12	eV
Kohn-Sham gap	7.89	eV
2S+1	1
highest occupied orbital energy	-7.77	eV

Max |F| list, top to bottom, in Eh/bohr: 0.1114; 0.0072; 0.0437; 0.2922
DFT total energy list, top to bottom, in hartree: -398.8281; -361.8399; -3715.0311; -1702.6153